[1]
Here is a single C4H7NO molecule from the OMol25 dataset. Energies are from ωB97M-V with the def2-TZVPD basis set.

ORCA input file:
```
! RIJCOSX wB97M-V def2-TZVPD def2/J DEFGRID3
* xyz 0 1
H -2.043 -0.822 -0.215
H -0.879 1.720 -0.750
H -1.647 0.921 1.353
C 0.940 0.204 -0.484
H 0.263 -1.819 -1.122
C -1.037 -0.487 0.010
C -0.446 0.827 -0.308
H 1.429 0.967 1.179
H 1.350 0.173 -1.492
N -0.773 0.473 1.091
H 0.659 -1.804 0.625
C 0.279 -1.211 -0.210
O 1.906 0.755 0.358
*
```

Its structure (SMILES) is O[C@H]1C[C@H]2N[C@@H]12. The total energy comes out at -286.5329 Eh. The energy above the lowest of the compared OMol25 structures with the same formula, charge and spin is 61.9 kcal per mole. The orbital gap comes out at 0.3850 Ha.

[2]
Here is a single C4H7NO molecule at a distorted geometry from the OMol25 dataset. Energies are from ωB97M-V with the def2-TZVPD basis set.

ORCA input file:
```
! RIJCOSX wB97M-V def2-TZVPD def2/J DEFGRID3
* xyz 0 1
H -0.076 -0.093 -2.154
H 2.366 0.960 0.748
H 2.156 0.059 -0.774
H -2.555 0.476 -0.124
H 2.133 -0.809 0.750
N -0.869 0.041 -1.538
C 1.832 0.136 0.267
H -0.538 -1.699 -0.174
C -0.681 -0.613 -0.277
H -2.011 -0.053 1.554
C 0.338 0.269 0.284
O -0.375 1.167 0.904
C -1.721 0.157 0.535
*
```

The total energy comes out at -286.4342 Eh. The energy above the lowest of the compared OMol25 structures with the same formula, charge and spin is 123.9 kcal per mole. The orbital gap comes out at 0.2943 Ha.

[3]
Here is a single C4H7NO molecule at a distorted geometry from the OMol25 dataset. Energies are from ωB97M-V with the def2-TZVPD basis set.

ORCA input file:
```
! RIJCOSX wB97M-V def2-TZVPD def2/J DEFGRID3
* xyz 0 1
H -0.667 2.187 0.362
H 0.472 0.436 1.571
H 1.863 -1.172 0.468
H 1.604 -0.416 -0.990
H -0.662 -2.087 -0.646
H -0.025 1.565 -1.074
O -0.951 -0.652 1.022
C -0.398 1.223 -0.049
N 0.886 0.656 0.620
C 1.176 -0.604 -0.056
C -1.132 0.054 -0.182
C -0.217 -1.161 -0.156
H -1.950 -0.029 -0.890
*
```

Its structure (SMILES) is C1NC[C@H]2O[C@@H]12. The total energy comes out at -286.4977 Eh. The energy above the lowest of the compared OMol25 structures with the same formula, charge and spin is 84.0 kcal per mole. The orbital gap comes out at 0.3744 Ha.

[4]
Here is a single C4H7NO molecule at a distorted geometry from the OMol25 dataset. Energies are from ωB97M-V with the def2-TZVPD basis set.

ORCA input file:
```
! RIJCOSX wB97M-V def2-TZVPD def2/J DEFGRID3
* xyz 0 1
C -1.283 0.635 0.178
H -0.050 -2.307 0.644
C -0.451 -1.443 0.131
C 1.339 0.044 -0.120
H -0.694 -1.465 -0.928
C -0.060 0.678 -0.904
H -2.179 0.511 -0.431
H 1.829 -0.920 -0.324
O -1.017 -0.559 0.894
N -0.127 0.868 -2.087
H -1.472 1.399 0.943
H 1.278 0.184 0.962
H 2.024 0.787 -0.532
*
```

The total energy comes out at -286.4051 Eh. The energy above the lowest of the compared OMol25 structures with the same formula, charge and spin is 142.2 kcal per mole. The orbital gap (alpha / beta) comes out at 0.3378 / 0.2344 Ha.

[5]
Here is a 2-piece molecular cluster, C4H7NO overall at a distorted geometry from the OMol25 dataset. Energies are from ωB97M-V with the def2-TZVPD basis set.

ORCA input file:
```
! RIJCOSX wB97M-V def2-TZVPD def2/J DEFGRID3
* xyz 0 1
H 2.135 1.640 -0.981
O -1.543 -0.350 -0.906
H 1.346 -1.638 0.051
H 0.545 -0.875 1.409
C -0.644 1.345 0.534
C -0.797 -0.051 0.002
C 1.782 0.616 -0.370
N -0.119 -1.062 0.664
H -0.575 -1.946 0.519
C 1.601 -0.571 -0.205
H 0.225 1.504 1.252
H -1.577 1.607 1.020
H -0.578 1.909 -0.434
*
```

Its structure (SMILES) is CC(N)=O.C#C. The total energy comes out at -286.4193 Eh. The energy above the lowest of the compared OMol25 structures with the same formula, charge and spin is 133.2 kcal per mole. The orbital gap comes out at 0.3470 Ha.

[6]
Here is a single C4H7NO molecule at a distorted geometry from the OMol25 dataset. Energies are from ωB97M-V with the def2-TZVPD basis set.

ORCA input file:
```
! RIJCOSX wB97M-V def2-TZVPD def2/J DEFGRID3
* xyz 0 1
H -1.564 0.308 -0.981
H 0.181 -1.633 -1.159
C -1.034 -0.058 -0.098
C 0.222 -0.715 -0.560
H 1.846 -0.151 0.934
H -0.692 2.187 0.123
N 0.782 0.834 -0.718
C 1.532 -0.223 -0.103
C -0.220 1.218 0.313
H -1.532 -1.452 1.159
O -1.986 -0.804 0.608
H 0.174 1.190 1.340
H 2.315 -0.543 -0.791
*
```

Its structure (SMILES) is O[C@H]1CN2C[C@@H]12. The total energy comes out at -286.4953 Eh. The energy above the lowest of the compared OMol25 structures with the same formula, charge and spin is 85.5 kcal per mole. The orbital gap comes out at 0.3769 Ha.

[7]
Here is a single C4H7NO molecule at a distorted geometry from the OMol25 dataset. Energies are from ωB97M-V with the def2-TZVPD basis set.

ORCA input file:
```
! RIJCOSX wB97M-V def2-TZVPD def2/J DEFGRID3
* xyz 0 1
H 2.287 -2.081 0.095
N 0.374 -0.088 -1.321
O -1.532 1.842 0.857
C 0.392 -1.215 -0.379
H 2.170 -0.267 0.330
C -0.519 1.122 0.564
H 0.082 -2.280 -0.651
H 0.005 -0.256 -2.231
H 1.431 -1.507 1.578
C -0.671 -0.098 -0.232
H -1.742 -0.389 -0.385
C 1.599 -1.249 0.499
H 0.603 1.297 0.945
*
```

Its structure (SMILES) is C[C@@H]1N[C@@H]1C=O. The total energy comes out at -286.5268 Eh. The energy above the lowest of the compared OMol25 structures with the same formula, charge and spin is 65.8 kcal per mole. The orbital gap comes out at 0.3924 Ha.

[8]
Here is C4H7NO as an isolated structure at a distorted geometry from the OMol25 dataset. Energies are from ωB97M-V with the def2-TZVPD basis set.

ORCA input file:
```
! RIJCOSX wB97M-V def2-TZVPD def2/J DEFGRID3
* xyz 0 1
H 1.581 -1.501 -0.219
C -0.123 -0.704 -1.344
H -0.967 0.005 -1.180
H -1.882 1.861 1.718
H -0.002 -1.592 0.621
O 0.521 0.946 2.071
C 0.692 0.411 0.316
H -0.618 -1.627 -1.555
H 1.443 1.010 -0.199
C -0.307 1.076 1.118
H 0.488 -0.383 -2.179
N -1.454 1.500 0.877
C 0.629 -1.003 -0.047
*
```

The total energy comes out at -286.5182 Eh. The energy above the lowest of the compared OMol25 structures with the same formula, charge and spin is 71.2 kcal per mole. The orbital gap comes out at 0.3796 Ha.

[9]
Here is a 3-piece molecular cluster, C4H7NO overall at a distorted geometry from the OMol25 dataset. Energies are from ωB97M-V with the def2-TZVPD basis set.

ORCA input file:
```
! RIJCOSX wB97M-V def2-TZVPD def2/J DEFGRID3
* xyz 0 1
H 0.361 -0.842 -1.207
H 0.979 1.521 0.157
H 0.638 0.018 2.127
H -0.090 -0.011 2.286
H -2.416 -1.050 0.125
N -1.662 1.974 -0.741
C -0.486 -1.299 -0.708
H 2.164 0.901 -1.162
C -1.633 0.825 -0.587
C -1.562 -0.593 -0.364
C 1.814 0.845 -0.112
H -0.412 -2.358 -0.486
O 2.305 0.070 0.671
*
```

Its structure (SMILES) is C=CC#N.[H][H].C=O. The total energy comes out at -286.5015 Eh. The energy above the lowest of the compared OMol25 structures with the same formula, charge and spin is 81.7 kcal per mole. The orbital gap comes out at 0.3903 Ha.

[10]
Here is a single C4H7NO molecule at a distorted geometry from the OMol25 dataset. Energies are from ωB97M-V with the def2-TZVPD basis set.

ORCA input file:
```
! RIJCOSX wB97M-V def2-TZVPD def2/J DEFGRID3
* xyz 0 1
C -1.043 -0.171 -0.629
C -1.331 0.404 0.699
H 0.231 1.920 0.466
H -1.488 -0.257 1.538
H 2.029 0.384 1.028
H -1.374 0.232 -1.581
O 2.236 -1.844 -0.284
N 1.259 0.096 0.438
H -1.983 1.267 0.636
H -1.077 -1.290 -0.666
C 0.049 0.823 0.318
H 1.034 -0.680 -1.464
C 1.535 -0.884 -0.495
*
```

Its structure (SMILES) is O=CNC1CC1. The total energy comes out at -286.5151 Eh. The energy above the lowest of the compared OMol25 structures with the same formula, charge and spin is 73.1 kcal per mole. The orbital gap comes out at 0.3640 Ha.

[11]
Here is a single C4H7NO molecule at a distorted geometry from the OMol25 dataset. Energies are from ωB97M-V with the def2-TZVPD basis set.

ORCA input file:
```
! RIJCOSX wB97M-V def2-TZVPD def2/J DEFGRID3
* xyz 0 1
H -1.429 -1.136 1.022
H 1.530 -1.449 -1.072
H 0.173 -0.813 1.757
H 1.561 0.190 -1.761
N -0.466 1.220 -0.298
C -0.964 0.994 1.035
C -0.032 -0.199 -0.403
O -1.486 1.726 1.828
C -0.550 -0.481 1.016
H 2.110 -0.062 -0.093
H -0.677 -0.668 -1.167
H -1.159 1.067 -1.016
C 1.389 -0.390 -0.845
*
```

Its structure (SMILES) is C[C@H]1CC(=O)N1. The total energy comes out at -286.5720 Eh. The energy above the lowest of the compared OMol25 structures with the same formula, charge and spin is 37.5 kcal per mole. The orbital gap comes out at 0.3872 Ha.

[12]
Here is a single C4H7NO molecule at a distorted geometry from the OMol25 dataset. Energies are from ωB97M-V with the def2-TZVPD basis set.

ORCA input file:
```
! RIJCOSX wB97M-V def2-TZVPD def2/J DEFGRID3
* xyz 0 1
N -0.605 0.139 -0.570
O 2.577 1.332 -0.774
H -1.500 0.273 1.440
H 0.321 -1.662 -0.985
C 2.072 0.254 -0.579
C -1.668 0.550 0.377
C 0.720 0.135 0.126
C -0.055 -1.113 -0.121
H 2.592 -0.704 -0.846
H -2.568 0.022 0.052
H 0.571 0.859 0.916
H -0.580 -1.709 0.619
H -1.876 1.624 0.346
*
```

Its structure (SMILES) is CN1C[C@H]1C=O. The total energy comes out at -286.5218 Eh. The energy above the lowest of the compared OMol25 structures with the same formula, charge and spin is 69.0 kcal per mole. The orbital gap comes out at 0.3728 Ha.

> Which of these has the lowest energy above the lowest of the compared OMol25 structures with the same formula, charge and spin?

number 11